Record 1
# CuH10O5

A molecular structure, CuH10O5 in a non-equilibrium geometry (ωB97M-V/def2-TZVPD, OMol25).

Calculated values
Kohn-Sham gap (spin up / spin down) in eV: 11.534 / 7.302
LUMO energy (spin up / spin down) in Ha: -0.339 / -0.493
2S+1: 2
E_HOMO (spin up / spin down) in eV: -20.7 / -20.7
Charge: +2

CARTESIAN COORDINATES (ANGSTROEM)
Cu 0.1999 -0.0101 -0.0545
O -1.7409 1.2322 -0.3861
H -2.6816 1.0737 -0.4645
H -1.6163 2.1146 -0.7353
O 2.1763 -1.0792 0.9631
H 3.0681 -1.3360 0.7289
H 2.1705 -1.0775 1.9203
O -1.2594 -1.9140 -0.2965
H -1.8447 -1.5910 0.3887
H -1.7927 -2.5324 -0.7958
O 0.6232 1.3656 1.9507
H -0.0255 1.8184 2.4896
H 1.4596 1.5463 2.3796
O 0.5355 0.2164 -2.3328
H 0.2920 0.8242 -3.0310
H 0.4361 -0.6513 -2.7244

***

Record 2
# C10H16Br2Cl2O4

C10H16Br2Cl2O4 in the gas phase in a non-equilibrium geometry (ωB97M-V/def2-TZVPD, OMol25).

Calculated values
Kohn-Sham gap in eV: 9.557
LUMO energy in Ha: 0.012
2S+1: 1
SMILES: OC[C@@H](CCl)OC/C(Br)=C(\Br)CO[C@@H](CO)CCl
E_HOMO in eV: -9.2
Charge: 0

CARTESIAN COORDINATES (ANGSTROEM)
O 3.0245 -2.5220 3.1255
C 3.5597 -1.3010 3.5604
C 2.5826 -0.1407 3.1305
C 3.0610 1.1963 3.6254
Cl 4.6333 1.5368 2.9269
O 2.5429 -0.1669 1.6794
C 1.5442 0.7075 1.0917
C 1.0183 0.2238 -0.2348
Br 1.7257 -1.3493 -1.0549
C -0.0712 0.8948 -0.8023
Br -0.9400 2.3152 0.1890
C -0.7326 0.4659 -2.0911
O -2.0634 0.0710 -1.8116
C -2.8596 -0.0337 -3.0048
C -3.4352 -1.4547 -3.0352
O -4.2355 -1.7673 -1.9051
C -4.0234 0.9346 -3.0840
Cl -3.3437 2.5677 -2.9379
H 2.8966 -2.4809 2.1859
H 3.6206 -1.3575 4.6437
H 4.5388 -1.1813 3.1335
H 1.6119 -0.3850 3.5649
H 3.1125 1.2521 4.7342
H 2.3550 1.9538 3.3009
H 1.9128 1.7499 0.9573
H 0.6850 0.8382 1.7416
H -0.7474 1.3285 -2.7727
H -0.1892 -0.3713 -2.5671
H -2.2227 0.0851 -3.8901
H -3.9515 -1.5825 -4.0045
H -2.6027 -2.1472 -3.0357
H -3.7449 -1.4765 -1.1090
H -4.6527 0.7681 -2.2269
H -4.6095 0.8288 -4.0230

***

Number 1: total energy -55020.71698 eV, M 153.6 g/mol. Number 2: total energy -183947.34968 eV, M 430.9 g/mol.